This record from the Open Molecules 2025 dataset describes a cluster of 4 separate species, C21H38NO9 in total in a non-equilibrium geometry. The level of theory is ωB97M-V with the def2-TZVPD basis set.

Properties
Net charge: +1
Orbital gap in eV: 7.22
Highest occupied orbital energy in eV: -11.951

```
69
C21H38NO9 (ωB97M-V with the def2-TZVPD basis set)
H 1.1979 1.8632 6.0886
H -7.1605 -0.3212 4.9707
N 2.6216 -3.0294 -6.2426
C 4.9711 -3.4733 -6.6634
H -0.9058 -4.6707 -5.8308
H -0.3275 2.7637 6.1661
C 5.6202 -4.8704 -4.6346
H 3.6274 -0.4785 -1.7552
O 1.7603 -0.6357 -1.0184
H 0.0289 1.7152 3.9129
C 0.6598 2.7293 5.7036
H 5.8549 -5.8655 -4.2778
C 2.0672 -3.1897 -5.0881
H 4.0051 -0.8387 -4.7394
O -6.0556 0.5761 3.4595
H 0.0876 7.5229 3.9385
H 1.2004 3.6294 5.9927
H -2.0471 -1.4898 0.4526
H 2.1969 -3.3422 -7.1070
H -0.7324 0.9892 1.6758
O -5.8802 1.7419 5.3913
H -2.3692 0.4134 2.0166
H 5.0459 -2.1513 -4.3456
C 5.0143 -4.7244 -5.8091
C 4.0732 -1.9247 -4.7697
H 2.2568 -1.7631 -3.6211
H 4.6858 -3.7870 -7.6713
C 0.8023 -3.8645 -4.8679
H 3.1362 -3.2173 -3.1859
O -4.3843 1.9211 3.7092
O -0.2406 -0.9196 -0.2533
O 1.4664 5.1196 3.8145
C 3.9578 -2.3996 -6.2309
O -0.2847 3.6935 3.6675
H -8.5319 1.2634 2.7336
C 0.1694 -4.5481 -5.8308
H -1.9531 1.0241 0.4069
C 0.3183 4.8783 3.5489
C -5.4827 1.4425 4.2961
H 0.4206 -3.8193 -3.8543
H 3.2677 0.7196 -0.4989
H 4.0218 -1.5648 -6.9261
C -0.0861 7.0903 2.9548
C -1.1902 -0.9412 0.8379
O -0.5753 5.7496 3.0823
H -3.4901 2.5636 5.4819
C 1.0116 -0.6577 0.0983
H 1.5112 2.6427 3.7160
C 2.8917 -2.5646 -4.0205
C 0.5346 2.6362 4.1989
C -7.2821 -0.0115 3.9334
C -1.5851 0.4532 1.2599
H 3.5797 -0.9701 -0.0472
H 5.8839 -4.0538 -3.9742
H 0.7219 -5.0031 -6.6479
C -3.6908 2.9180 4.4731
H -8.3409 1.8058 4.4033
O 1.4315 -0.4749 1.2084
H -0.7748 -1.5106 1.6685
H -9.3803 0.4215 4.0427
H -4.2783 3.8337 4.5108
H -7.4131 -0.9049 3.3255
C -8.4551 0.9284 3.7685
H -0.8660 7.6421 2.4396
H 5.9574 -3.0191 -6.7523
C 3.1358 -0.3187 -0.7973
H -2.7578 3.1033 3.9489
H 4.4926 -5.5874 -6.2125
H 0.8342 7.1115 2.3756
```


This record from the Open Molecules 2025 dataset describes a cluster of 2 separate species, C5H10O2 in total. The level of theory is ωB97M-V with the def2-TZVPD basis set.

Properties
Relative energy (zero: lowest compared OMol25 entry of this formula, charge and spin) in kcal per mole: 33.6
SMILES string: C=C(C)C(C)=O.O
Orbital gap in eV: 10.92
Highest occupied orbital energy in eV: -10.166

```
17
C5H10O2 (ωB97M-V with the def2-TZVPD basis set)
H -1.1359 -0.5715 -1.8375
H 2.0577 1.5916 -0.7736
C -1.4261 -0.3747 -0.7988
H 1.8530 0.3356 -1.9929
C 1.0180 -0.1814 -0.1028
C 2.0741 0.5081 -0.9303
C -0.3603 0.4270 -0.1035
H -2.3814 0.1588 -0.8006
O -1.0843 -2.0469 1.9581
H -1.2377 -1.1367 2.2411
H -0.2052 -1.9967 1.5463
H -1.5690 2.0245 0.5587
H 3.0556 0.0920 -0.6979
C -0.5733 1.5887 0.5117
H 0.2282 2.1297 1.0104
H -1.5637 -1.3344 -0.2897
O 1.2502 -1.2137 0.5013
```


This record from the Open Molecules 2025 dataset describes a structure of composition C47H42BCdClI2N3O7PSSi in a non-equilibrium geometry. The level of theory is ωB97M-V with the def2-TZVPD basis set.

Properties
Net charge: -2
Relative energy (zero: lowest compared OMol25 entry of this formula, charge and spin) in kcal per mole: 29.4
Orbital gap in eV: 6.02
Highest occupied orbital energy in eV: -2.531

```
107
C47H42BCdClI2N3O7PSSi (ωB97M-V with the def2-TZVPD basis set)
H 0.2533 -4.8993 -2.8219
H 3.7139 -2.8360 2.2562
C 0.1492 -1.9954 -4.0890
H 0.0974 -5.3362 2.7947
H -2.0956 -2.2791 0.4026
C -3.2706 2.6608 0.3658
H -3.7386 3.6292 0.1374
C -2.3718 -2.9884 -2.7228
C 0.3146 -4.1878 -1.9988
H 3.2496 -1.5041 3.5384
C 2.4804 1.5398 2.3377
H 4.6212 -0.1696 5.0434
H 3.2245 0.9532 -5.9614
C -3.5559 -3.5445 1.3957
H -0.6616 -2.0783 5.4574
H -0.5861 4.1695 1.6317
H -4.0179 -0.2583 -4.0258
H 1.1774 -1.6459 -4.0073
O -0.0965 3.7756 -1.3049
H -2.2953 4.5811 1.8925
H -2.4826 -3.8312 -3.4060
H -1.7587 0.5618 -3.3160
O 1.7009 1.1192 -3.6032
H 4.5740 2.3074 4.8882
H 0.4092 -0.5382 3.8837
H -5.6031 1.5948 -0.5069
C 3.2616 -0.4335 3.4163
C -0.3164 -3.8165 4.2438
C -4.9821 0.6000 -2.3049
H -0.1367 -4.6591 -1.1251
C 5.0735 1.2095 -2.5119
C 0.7687 -3.4115 2.1358
C 3.6970 1.2047 -2.5957
H 1.1300 -3.7625 1.1778
C -3.9127 -1.4796 3.1432
H -0.4252 -1.1789 -4.5258
H -5.3763 -2.6877 4.1397
O -1.3443 0.2256 1.3826
C 3.0345 1.1075 -3.8277
H -2.8791 -3.2467 -1.7940
C -2.2646 -0.0408 2.1708
Cl 1.5332 2.3772 1.1431
C -2.9903 -1.3598 2.1219
C 3.7368 1.0163 -5.0128
C -2.0706 6.4538 0.1194
N -1.8758 2.8758 0.6834
C 5.1256 1.0178 -4.9274
S -3.8340 0.0683 4.0438
H -2.9135 -2.1504 -3.1541
C -0.2308 -2.4646 4.5442
H 5.7082 0.9407 -5.8361
C 2.4921 0.1422 2.4074
N -2.4591 1.4702 -1.6168
O -3.3637 -0.1727 5.3925
O -5.1085 0.7531 3.9641
C -3.8947 0.3124 -3.1178
Cd -0.1772 1.2134 -0.9216
H 4.2353 -2.2558 -2.6062
C 4.9143 -3.2230 0.5543
C 3.0963 -1.7311 -0.8743
C 0.3619 -1.5932 3.6477
C -0.8280 5.8000 -2.2236
C 3.2174 2.3071 3.2351
H -5.0379 -4.5760 2.5495
C 0.8794 -2.0584 2.4395
B 1.4997 1.2212 -2.2202
H 3.1618 3.3835 3.1679
Si -0.5426 -2.5027 -2.3641
O -0.3600 -1.4573 -1.2193
C -1.5655 4.2175 1.1454
C -3.4904 1.7783 -0.8441
C 4.1524 -2.3390 -1.5303
C -2.0063 7.3678 -0.9228
C 3.8397 -2.6360 1.2023
C 4.0217 0.3214 4.2885
C -1.4061 7.0396 -2.1248
H 5.9260 -3.5316 -1.3143
C 5.0843 -3.0706 -0.8129
H 6.8597 1.1279 -3.6824
I 0.0955 5.1697 -4.0169
H -1.4013 7.7292 -2.9573
O 2.7767 1.2808 -1.6136
C -4.7801 1.3488 -1.1618
H 1.3694 -4.0385 -1.7738
C 0.1858 -4.2848 3.0406
C -0.7590 4.8342 -1.1739
I -2.8677 9.3021 -0.6941
H 5.5697 1.2852 -1.5547
H -0.7950 -4.4955 4.9387
H -3.8164 2.2187 1.2154
C -1.4904 5.2088 0.0074
C -2.8046 -2.3897 1.2145
C -2.6472 0.7636 -2.7252
C -4.4708 -3.6611 2.4331
H -1.5842 2.1955 1.3797
P 1.4944 -0.8743 1.1876
H -3.4146 -4.3838 0.7275
C -4.6673 -2.6130 3.3269
H 2.3367 -1.2018 -1.4249
H -5.9747 0.2547 -2.5638
C 5.7778 1.1152 -3.7066
C 2.9331 -1.8424 0.5046
H 0.1434 -2.8176 -4.8040
C 3.9979 1.7018 4.2011
N -2.7046 0.7709 3.1235
H -2.5739 6.7267 1.0395
H 5.6217 -3.8174 1.1198
```


This record from the Open Molecules 2025 dataset describes a structure of composition C18H39BCl4CsK2N2O12 in a non-equilibrium geometry. The level of theory is ωB97M-V with the def2-TZVPD basis set.

Properties
Net charge: +1
Orbital gap in eV: 2.48
Highest occupied orbital energy in eV: -8.375

```
79
C18H39BCl4CsK2N2O12 (ωB97M-V with the def2-TZVPD basis set)
C -1.0452 -0.2557 -0.3639
H -4.7960 -1.4087 0.4006
C -5.7734 -3.1360 0.3267
C 4.1961 2.7042 1.9999
C -7.0767 -3.8360 0.6152
H -2.7426 -2.5804 -0.3653
C -1.8236 -2.6553 0.2187
H 7.9455 3.5063 -2.0975
C 6.6735 1.8514 -1.6114
H 6.2276 2.3811 1.3292
C -6.7109 -0.9292 1.1590
C 0.8395 1.7437 2.8798
H 3.6178 1.8811 2.4135
O 7.4727 1.4137 -0.5446
H 2.9177 0.2855 0.7562
O 2.7554 0.7767 -0.0661
O 3.9497 2.8529 0.5374
H 3.9043 3.6379 2.4674
O 8.5876 1.8610 -3.0572
O -9.6638 -7.5322 -0.8051
O 7.9108 -4.7555 -0.9249
Cl -7.5931 3.2593 -3.2492
H 8.7441 -5.2308 -1.0435
H 5.8756 1.5830 2.8440
H 1.8898 4.0328 2.6314
N -9.1764 -6.4936 -1.1896
H -0.6544 2.9940 2.0805
H -7.4923 -6.1989 -2.3880
H 0.4306 4.9120 2.2739
C 5.6892 2.4892 2.2723
H 8.3396 1.1878 -0.9289
C -8.5322 -6.4786 -2.5322
H 6.9058 3.0024 -3.4547
C 1.4508 3.0034 -0.1567
H 8.2816 1.1595 -3.6446
H -9.0509 -5.7367 -3.1315
H 0.0785 0.9749 2.9972
O -9.1585 -5.4488 -0.5659
C -1.3670 -1.3016 0.6938
K 3.9742 2.2065 -2.4784
C 7.5100 2.6474 -2.6046
N -5.6954 -1.8098 0.6109
Cl 1.2417 1.7581 5.8251
O 9.6141 -3.3536 -0.5525
H 6.1207 3.3527 2.7705
H -7.6380 -1.4605 1.3446
O 0.3906 2.3202 0.4681
H 0.9779 2.2283 3.9172
H -1.9384 -0.0542 -0.9626
Cs 0.0257 3.7659 -1.8811
H -6.9765 -4.8768 0.3410
Cl -8.4524 1.0275 -1.5982
H -7.3150 -3.7755 1.6779
H -0.7220 0.6580 0.1263
Cl -5.6273 1.6170 -1.8642
H -6.8905 -0.1278 0.4434
O -4.8074 -3.7174 -0.1508
H 5.8575 2.4563 -1.1942
H -1.0516 -3.1123 -0.4045
H -6.3534 -0.4965 2.0946
C 1.0879 4.1303 1.9026
O -1.2481 -1.0296 1.8632
H -8.6206 -7.4686 -2.9632
C 0.3923 2.7489 1.8833
H 0.8470 5.2545 0.0532
H 6.2418 0.9572 -2.0992
K 5.6898 -0.4013 -0.6536
C 8.3904 -3.4852 -0.5845
H -7.1452 0.9839 -3.5313
H 2.5191 4.9410 0.4605
H -7.8857 -3.3943 0.0382
H -0.2415 -0.6196 -1.0112
H -2.0138 -3.2961 1.0752
O 7.4907 -2.6360 -0.3637
C -7.2073 1.6420 -2.6749
H 1.7600 1.2292 2.5787
B 2.8184 2.1618 0.1497
C 1.5385 4.4710 0.4638
H 1.3153 3.0416 -1.2909
```


This record from the Open Molecules 2025 dataset describes a cluster of 5 separate species, C2H14O4 in total in a non-equilibrium geometry. The level of theory is ωB97M-V with the def2-TZVPD basis set.

Properties
Net charge: +1
Relative energy (zero: lowest compared OMol25 entry of this formula, charge and spin) in kcal per mole: 17.8
2S+1: 2
Orbital gap (alpha / beta) in eV: 9.45 / 1.35
Highest occupied orbital energy (alpha / beta) in eV: -13.165 / -13.160

```
20
C2H14O4 (ωB97M-V with the def2-TZVPD basis set)
H 0.8002 0.2940 3.7096
H 0.3691 -3.8686 -0.1588
O -2.7320 6.9188 -0.0939
H 0.6885 -6.5063 -1.7890
O 0.1756 0.0158 3.0317
H -0.9070 -5.0784 -0.1055
H -2.2674 6.6832 0.7445
H 0.1534 -4.9931 -2.5145
O -0.1572 5.9228 -0.4129
H 1.6574 -5.0974 -1.7892
H 0.3444 0.6853 0.5644
H -0.3990 0.7595 2.8329
H 1.0875 0.8838 -0.7675
H 0.1799 5.6473 -1.2765
H -2.2501 6.3989 -0.7777
C 0.6233 -5.4303 -1.6306
H 0.7682 -5.4815 0.4259
C 0.1572 -4.9310 -0.2836
H 0.6359 6.0017 0.1358
O 1.0719 1.1755 0.1547
```


This record from the Open Molecules 2025 dataset describes a cluster of 3 separate species, C4H13N6 in total in a non-equilibrium geometry. The level of theory is ωB97M-V with the def2-TZVPD basis set.

Properties
Net charge: +1
Relative energy (zero: lowest compared OMol25 entry of this formula, charge and spin) in kcal per mole: 88.6
Orbital gap in eV: 8.92
Highest occupied orbital energy in eV: -12.245

```
23
C4H13N6 (ωB97M-V with the def2-TZVPD basis set)
H 1.0364 -2.3306 0.7822
H 2.9842 -0.1042 -3.7051
N -1.0200 -0.1034 -0.7206
N 0.4986 -1.7256 1.4051
H -0.4346 -2.0323 1.5884
H -2.2392 -2.0409 -2.7521
N 0.2296 0.7841 0.8622
C 0.9859 -0.4998 -3.3559
H 1.1018 -1.8323 2.3034
N -0.5343 0.9133 -0.1587
H 0.3518 1.5532 1.5399
N 0.4425 3.0557 2.6346
H -2.6237 -0.5279 -3.1492
H 1.2520 3.6127 2.2737
C 0.0397 -0.7250 -2.6615
H 0.3506 -0.2327 1.1490
C -2.3617 -1.1199 -2.3651
H 1.9619 -0.8250 -4.9711
H -3.0574 -1.0322 -1.5931
H -0.4512 3.5315 2.6524
C -1.1316 -0.6060 -1.8914
N 2.0542 -0.2813 -4.1504
H 0.7594 2.9243 3.6167
```


no.,molecular weight (g mol⁻¹)
1,448.533
2,102.133
3,1264.479
4,839.237
5,102.130
6,145.190